{"formula": "CH7N2", "method": "the ωB97M-V functional and the def2-TZVPD basis", "elements": ["N", "H", "H", "H", "H", "C", "N", "H", "H", "H"], "xyz": [[0.59780, -1.14934, -1.35086], [0.20918, -1.08791, -2.28288], [1.57004, -0.86664, -1.50012], [0.72157, -2.09557, -1.00607], [0.17762, -0.37786, -0.04733], [-0.39349, 1.37988, 0.91671], [-0.38371, 0.11248, 0.78335], [-1.24379, 1.90760, 1.35532], [0.51044, 1.94983, 0.67399], [-1.02799, -0.37463, 1.39781]], "atomic_forces_ev_per_a": [[1.5, 0.6, 0.6], [-0.5, -0.5, 0.1], [-0.1, 0.2, 0.1], [-0.5, -0.4, -0.5], [-0.1, -0.3, 0.2], [0.5, 0.3, 0.4], [0.0, 0.9, 0.5], [0.4, -0.3, 0.5], [-0.6, 0.0, -0.9], [-0.6, -0.4, -0.8]], "lowdin_charge": [0.055, 0.077, 0.078, 0.076, 0.073, 0.120, 0.134, 0.120, 0.122, 0.144], "lumo_energy_ev": -5.10, "total_charge": 1, "e_above_lowest_ev": 0.5418, "gap_ev": 11.1}



{"formula": "CH7N2", "method": "the ωB97M-V functional and the def2-TZVPD basis", "elements": ["N", "H", "H", "H", "H", "C", "N", "H", "H", "H"], "xyz": [[-1.36943, -0.13140, 1.40230], [-1.74852, 0.66453, 0.88900], [-1.39760, 0.09421, 2.38836], [-2.05358, -0.84247, 1.20096], [0.03372, -0.02340, 0.36219], [0.86230, 0.20623, -1.51400], [0.92008, -0.06851, -0.23500], [1.53071, 0.88999, -2.03184], [-0.15480, -0.04604, -1.81348], [1.58133, -0.76858, 0.10553]], "atomic_forces_ev_per_a": [[0.1, 0.7, -1.0], [-0.1, 0.2, 0.5], [0.0, 0.0, 0.1], [-0.1, -0.6, 0.3], [-0.3, -1.4, -0.2], [-2.2, 0.7, 2.2], [0.5, -1.1, -0.8], [1.0, -1.4, -0.6], [-0.1, 1.4, -1.1], [1.3, 1.5, 0.7]], "lowdin_charge": [0.035, 0.056, 0.062, 0.054, 0.064, 0.184, 0.132, 0.132, 0.117, 0.163], "lumo_energy_ev": -6.67, "total_charge": 1, "e_above_lowest_ev": 2.0380, "gap_ev": 8.9}



{"formula": "CH7N2", "method": "the ωB97M-V functional and the def2-TZVPD basis", "elements": ["N", "H", "H", "H", "H", "C", "N", "H", "H", "H"], "xyz": [[1.64764, -0.30576, -0.13837], [2.44380, 0.06166, 0.40958], [1.71428, -1.33564, -0.23482], [0.20637, -0.27995, 0.36899], [1.47814, 0.24748, -0.98971], [-1.63512, 0.39165, -0.27622], [-0.80347, 0.10130, 0.64179], [-2.71583, 0.49205, -0.13437], [-1.23035, 0.67449, -1.26332], [-1.10545, -0.04727, 1.61646]], "atomic_forces_ev_per_a": [[2.2, -0.4, -1.0], [-0.4, 0.3, 0.6], [-0.3, 0.0, -0.1], [-1.9, 1.2, 1.0], [-0.1, -0.1, -0.1], [0.6, 0.9, -0.9], [-0.1, -1.2, 0.0], [0.1, 0.1, 0.5], [-0.4, -0.6, 0.2], [0.3, -0.2, -0.1]], "lowdin_spin": [0.728, 0.013, 0.015, 0.029, 0.014, 0.014, 0.161, 0.013, 0.007, 0.008], "lumo_energy_ev": [-10.62, -16.08], "total_charge": 2, "spin_multiplicity": 2, "e_above_lowest_ev": 0.3561, "gap_ev": [13.8, 8.5]}



{"formula": "CH7N2O", "method": "the ωB97M-V functional and the def2-TZVPD basis", "elements": ["O", "H", "N", "C", "N", "H", "H", "H", "H", "H", "H"], "xyz": [[2.50574, 0.90092, 0.50923], [2.56144, 1.63616, -0.05224], [-0.31896, -1.58664, -0.36788], [-1.09084, -0.37649, -0.26925], [-0.54896, 0.70135, 0.67304], [0.60806, -1.32271, -0.79771], [0.12595, -1.80465, 0.54038], [-1.33278, 0.05751, -1.21019], [-2.10155, -0.40476, 0.24008], [0.48633, 0.69586, 0.55122], [-0.89443, 1.50345, 0.18331]], "atomic_forces_ev_per_a": [[-0.5, -1.9, 1.1], [0.2, 1.7, -1.3], [2.1, 0.1, 0.1], [-1.3, 1.5, 3.2], [0.6, -1.6, -1.2], [-1.3, 0.0, -0.2], [-1.1, 0.1, 0.0], [0.4, 0.0, -1.3], [0.6, -1.6, -0.8], [0.2, 0.5, 0.2], [0.2, 1.1, 0.2]], "lowdin_charge": [-0.597, -0.240, -0.033, -0.407, -0.038, 0.079, 0.068, 0.067, 0.091, -0.007, 0.018], "lumo_energy_ev": 4.39, "total_charge": -1, "e_above_lowest_ev": 1.0905, "gap_ev": 7.1}



{"formula": "CH7N2O", "method": "the ωB97M-V functional and the def2-TZVPD basis", "elements": ["O", "H", "N", "C", "N", "H", "H", "H", "H", "H", "H"], "xyz": [[-2.07827, -0.23164, 0.36499], [-2.42628, -1.00034, -0.14655], [0.61492, -1.05973, 0.34037], [1.24558, 0.24229, 0.13033], [0.46581, 1.19769, -0.66926], [0.55940, -1.47813, -0.57512], [-0.37018, -0.75351, 0.59493], [2.22522, 0.16661, -0.37193], [1.47978, 0.64805, 1.10877], [-0.51627, 1.05306, -0.42338], [0.54040, 0.86084, -1.62560]], "atomic_forces_ev_per_a": [[-0.2, -0.6, -0.5], [0.4, 0.9, 0.6], [0.3, 1.0, 0.4], [0.5, -0.1, -0.3], [0.3, -0.1, 0.0], [-0.4, -0.3, -0.2], [0.0, -0.9, -0.4], [-0.1, -0.3, 0.1], [-0.2, 0.3, 0.3], [-0.3, -0.1, 0.1], [-0.2, 0.2, 0.0]], "lowdin_charge": [-0.587, -0.143, -0.048, -0.422, -0.033, 0.025, 0.005, 0.081, 0.076, 0.012, 0.035], "lumo_energy_ev": 4.64, "total_charge": -1, "e_above_lowest_ev": 0.2375, "gap_ev": 7.6}



{"formula": "CH7N2O", "method": "the ωB97M-V functional and the def2-TZVPD basis", "elements": ["O", "H", "H", "H", "N", "C", "N", "H", "H", "H", "H"], "xyz": [[1.65444, -0.57469, -0.71897], [0.50895, 1.39640, -0.43294], [2.36419, -0.87696, -1.29802], [1.21262, -1.37333, -0.41043], [-0.43636, 0.98459, -0.35703], [-0.83949, 0.10535, 0.79322], [-0.27705, -0.92446, 1.18479], [-0.56710, 0.46680, -1.23277], [-1.05077, 1.80218, -0.36454], [-1.64535, 0.63963, 1.33095], [-0.92409, -1.64551, 1.50575]], "atomic_forces_ev_per_a": [[0.1, 0.0, -0.5], [0.2, -0.9, 0.5], [0.0, 0.1, 0.0], [0.1, 0.0, 0.3], [0.7, 1.0, -0.4], [-0.8, 0.8, 2.0], [-0.2, -0.6, -2.9], [0.1, -0.1, 0.1], [-0.3, -0.2, -0.1], [-0.3, -0.7, -0.6], [0.3, 0.5, 1.6]], "lowdin_charge": [-0.062, 0.169, 0.069, 0.029, 0.199, -0.176, 0.167, 0.170, 0.167, 0.149, 0.120], "lumo_energy_ev": -4.53, "total_charge": 1, "e_above_lowest_ev": 2.4459, "gap_ev": 11.2}



{"formula": "CH7N2O", "method": "the ωB97M-V functional and the def2-TZVPD basis", "elements": ["C", "N", "N", "O", "H", "H", "H", "H", "H", "H", "H"], "xyz": [[1.51208, 0.22879, 0.57697], [-1.48178, -0.53282, -0.13387], [0.78221, 0.69034, -0.35991], [2.71020, 0.72659, 1.00805], [1.24637, -0.64215, 1.12147], [-1.21030, -1.39383, 0.21248], [-1.97734, -0.82995, -0.98498], [-1.92380, 0.06974, 0.57924], [0.99812, 1.55878, -0.79070], [-0.49012, -0.04552, -0.23932], [3.07691, 1.43923, 0.49676]], "atomic_forces_ev_per_a": [[2.6, 2.6, -0.8], [-0.3, 1.1, -0.3], [-0.4, -1.5, 1.5], [-1.9, -1.8, 0.4], [-0.1, -0.7, 0.5], [0.3, -2.3, 1.8], [-0.2, 1.3, 0.3], [-0.6, -0.8, -0.7], [0.6, 0.7, -0.4], [0.1, 0.8, -1.5], [0.0, 0.7, -0.7]], "lowdin_charge": [-0.226, 0.247, 0.100, 0.099, 0.131, 0.090, 0.158, 0.161, 0.098, 0.027, 0.115], "lumo_energy_ev": -3.57, "total_charge": 1, "e_above_lowest_ev": 1.2540, "gap_ev": 12.2}



{"formula": "CH7N2O", "method": "the ωB97M-V functional and the def2-TZVPD basis", "elements": ["O", "H", "H", "H", "N", "C", "N", "H", "H", "H", "H"], "xyz": [[0.91025, -1.35779, -1.21458], [0.77662, -0.51189, 0.38688], [0.28775, -0.95026, -1.83072], [1.69047, -1.64499, -1.70044], [0.04383, -0.21496, 1.07990], [-0.56968, 1.05481, 0.51856], [-1.06963, 0.94090, -0.59806], [0.50113, -0.02724, 1.97475], [-0.66696, -0.93935, 1.16779], [-0.35430, 1.89145, 1.17871], [-1.54949, 1.75931, -0.96277]], "atomic_forces_ev_per_a": [[0.0, 0.2, 0.4], [-0.5, -0.5, -0.1], [0.2, -0.1, -0.1], [-0.1, 0.0, -0.2], [0.6, 1.0, -0.2], [0.8, -0.3, 0.6], [-0.7, -0.2, -0.3], [-0.2, -0.2, 0.0], [0.1, -0.2, 0.0], [-0.5, 0.2, -0.1], [0.3, 0.2, 0.0]], "lowdin_charge": [-0.045, 0.122, 0.058, 0.079, 0.201, -0.174, 0.176, 0.166, 0.170, 0.143, 0.105], "lumo_energy_ev": -3.84, "total_charge": 1, "e_above_lowest_ev": 1.3953, "gap_ev": 12.4}



{"formula": "CH7N2O2P", "method": "the ωB97M-V functional and the def2-TZVPD basis", "elements": ["C", "N", "N", "O", "O", "P", "H", "H", "H", "H", "H", "H", "H"], "xyz": [[-1.58653, -0.92906, -0.51026], [0.29720, 0.48579, -0.08210], [-1.03031, 0.06423, 0.38660], [3.23691, 1.11416, 0.24736], [2.77011, -1.25846, 0.73575], [2.70066, -0.32761, -0.37460], [-2.60309, -1.14425, -0.17946], [-1.63798, -0.50156, -1.51308], [-1.00777, -1.85747, -0.55263], [0.14432, 0.92504, -0.99229], [0.58890, 1.22815, 0.55717], [3.44733, 1.79473, -0.38761], [-0.87859, -0.34308, 1.30954]], "atomic_forces_ev_per_a": [[0.1, -0.1, 0.0], [-0.2, 0.0, 0.2], [0.4, 0.4, 0.2], [-0.4, -0.6, 0.3], [-0.1, -0.8, 0.7], [0.2, 0.9, -0.5], [0.1, 0.0, -0.1], [-0.1, 0.0, 0.0], [0.0, 0.0, -0.1], [-0.1, 0.1, 0.3], [-0.1, 0.0, -0.2], [0.0, 0.3, -0.5], [0.1, 0.0, -0.3]], "lowdin_charge": [-0.143, -0.091, -0.171, -0.329, -0.471, 0.704, 0.078, 0.072, 0.077, 0.075, 0.074, 0.019, 0.106], "lumo_energy_ev": 0.78, "smiles": "O=PO.CNN", "e_above_lowest_ev": 1.8310, "gap_ev": 9.4}



{"formula": "CH7N2O2P", "method": "the ωB97M-V functional and the def2-TZVPD basis", "elements": ["C", "N", "N", "O", "O", "P", "H", "H", "H", "H", "H", "H", "H"], "xyz": [[1.90581, 0.65189, -0.31578], [-1.63795, -0.59343, -0.98663], [-0.71741, -0.75918, 1.54277], [-0.82389, 1.66813, 0.41843], [0.82008, -0.25988, -0.52206], [-0.62241, 0.16714, 0.15594], [2.08995, 0.82588, 0.80436], [1.65398, 1.62881, -0.65096], [2.81697, 0.15783, -0.66465], [-2.30367, -0.04240, -1.40931], [-0.98518, -0.95905, -1.63211], [-1.74740, -0.75407, 1.79281], [-0.44888, -1.73166, 1.46719]], "atomic_forces_ev_per_a": [[0.8, -0.5, 2.9], [2.3, 0.2, 2.4], [-1.6, 1.0, -0.3], [0.3, 1.0, 0.0], [-1.7, 0.5, 0.9], [-0.1, -2.5, 0.0], [-0.4, -0.5, -1.3], [0.2, 0.6, -1.0], [-0.4, 0.5, -0.5], [-2.2, 1.3, -1.0], [0.8, -1.1, -2.0], [1.1, 0.3, 0.0], [0.8, -0.8, -0.1]], "lowdin_spin": [0.051, 0.394, 0.251, 0.749, 0.038, 0.259, 0.012, 0.012, 0.004, 0.045, 0.048, 0.075, 0.061], "lumo_energy_ev": [1.12, -4.92], "spin_multiplicity": 3, "e_above_lowest_ev": 1.0025, "gap_ev": [4.4, 6.4]}